Below is a structure of composition C28H54GaN6O3PS3SbSi3, with properties calculated with ωB97M-V/def2-TZVPD.

Geometry as XYZ:
```
100
Properties=species:S:1:pos:R:3:forces:R:3
Sb -0.482164 3.793746 -0.609879 -0.1 0.1 0.0
Ga -0.853443 1.169381 -0.137610 -0.2 0.3 -0.3
S 1.653897 -2.630328 -4.927370 -0.2 0.0 0.2
S -2.233164 0.318291 -1.830454 0.2 0.1 -0.1
S 0.483260 -0.700891 -2.961399 -0.1 0.0 0.1
P -0.304005 -4.658235 0.335746 0.0 0.0 -0.1
Si 1.478260 4.105905 -2.230146 0.0 -0.1 0.0
Si 0.166280 5.124328 1.492716 0.0 0.0 0.0
Si -2.556682 4.944846 -1.608454 0.0 0.0 0.0
O -2.776485 2.211960 1.558026 0.0 0.1 0.0
O 0.991958 0.668120 -0.449324 0.1 -0.1 0.4
O 0.064463 -1.050406 0.564661 0.1 -0.1 -0.2
N 0.004888 -4.235466 -2.429350 0.1 0.1 -0.2
N -0.843365 -1.524232 -4.906364 -0.1 0.0 -0.1
N -2.273335 -4.609095 -1.661976 0.0 0.0 0.0
N -0.709933 -6.467281 -1.771605 0.0 0.0 0.0
N 1.144912 1.061836 2.590703 0.0 0.0 0.0
N -1.766973 -0.839751 -4.151660 -0.1 0.0 0.0
C -2.099855 -6.037375 -1.911114 0.0 0.0 0.0
C 2.319101 -0.561291 1.155858 0.1 0.1 -0.2
C 0.151745 6.937634 1.047921 0.0 0.0 0.0
C -1.061651 4.784620 2.859261 0.0 0.0 0.0
C 0.121120 -5.731057 -2.668098 0.0 -0.1 0.0
C 1.067361 -0.361383 0.347736 -0.2 -0.1 0.3
C -0.249984 -6.378197 -0.378643 0.0 0.0 0.0
C -2.339953 -3.472000 -8.303962 0.0 0.0 0.0
C -1.240167 -0.371596 -3.069429 0.1 -0.1 -0.1
C 2.989613 3.373660 -1.417799 0.1 0.0 0.0
C -0.606974 -2.174808 -7.251400 0.0 0.0 0.0
C -2.188837 1.164401 1.385219 0.2 -0.1 0.0
C 0.393692 -1.647247 -4.406211 0.2 -0.1 -0.2
C -2.020087 -4.246047 -0.260809 0.0 0.0 0.0
C -1.112591 -2.827541 -8.365170 0.0 0.0 0.0
C -2.094318 6.659190 -2.179487 0.0 0.1 0.0
C -3.806225 5.004974 -0.232620 0.0 0.0 0.0
C 0.557734 -3.841789 -1.094919 0.0 0.0 0.0
C 1.902720 4.585416 1.961879 0.0 0.0 0.0
C -1.344566 -2.184517 -6.079947 0.0 0.0 0.1
C 2.457826 0.660850 2.076353 0.0 0.0 0.0
C -1.462197 -3.853859 -2.558244 -0.1 0.0 0.1
C -2.545723 -0.062396 2.184866 0.0 0.0 0.1
C -3.074016 -3.459667 -7.126176 0.0 0.0 0.0
C 1.031733 3.142643 -3.767233 0.0 0.0 0.0
C 1.747552 5.905529 -2.641208 0.0 0.0 0.0
C -2.579559 -2.812616 -6.004035 0.0 0.0 0.0
C -3.112071 3.906088 -3.049781 0.0 0.0 0.0
H -1.545436 -2.789100 -2.342676 0.0 0.0 0.0
H -1.694040 7.270504 -1.369276 0.0 0.0 0.0
H 0.897572 6.337760 -3.170301 0.0 0.0 0.0
H 2.007854 4.570234 3.050196 0.0 0.0 0.0
H -1.789344 -0.839911 2.098204 0.0 0.0 0.0
H -0.536471 4.641410 3.807235 0.0 0.0 0.0
H 1.169962 -5.998142 -2.548370 0.0 0.0 0.0
H -1.730203 5.639857 2.982497 0.0 0.0 0.0
H -3.150189 -2.770100 -5.086119 0.0 0.0 0.0
H 2.622876 5.983956 -3.293473 0.0 0.0 0.0
H -2.707247 0.217931 3.227222 0.0 0.0 0.0
H 0.170697 3.579461 -4.277713 0.0 0.0 0.0
H -3.495406 -0.444191 1.798986 0.0 0.0 0.0
H 2.782645 2.360372 -1.067350 0.0 0.0 0.0
H -0.868349 -7.036032 0.234566 0.0 0.0 0.0
H -2.729997 -3.975663 -9.178540 0.0 0.0 0.0
H 3.331533 3.976123 -0.574512 0.0 0.0 0.0
H 3.185665 0.427130 2.858752 0.0 0.0 0.0
H 0.523319 7.521660 1.895498 0.0 0.0 0.0
H -2.430224 -6.253809 -2.928566 0.0 0.0 0.0
H 0.757243 0.340774 3.189728 0.0 0.0 0.0
H -0.545790 -2.824805 -9.286398 0.0 0.0 0.0
H -2.719709 -6.601019 -1.215830 0.0 0.0 0.0
H 0.533873 -3.748906 -3.188177 0.0 -0.1 0.2
H -0.183132 -5.897355 -3.701560 0.0 0.0 0.0
H -2.751812 -4.750445 0.372184 0.0 0.0 0.0
H 1.623506 -4.072450 -1.091902 0.0 0.0 0.0
H -2.175761 -3.170721 -0.138045 0.0 0.0 0.0
H 1.225488 1.900933 3.151319 0.0 0.0 0.0
H 0.793517 2.104812 -3.523986 0.0 0.0 0.0
H 0.439155 -2.765540 -0.990281 0.0 0.0 0.0
H -1.359618 6.635467 -2.985609 0.0 0.0 0.0
H -4.038373 -3.948077 -7.080032 0.0 0.0 0.0
H -3.467460 5.668013 0.567682 0.0 0.0 0.0
H -2.341003 3.850001 -3.821223 0.0 0.0 0.0
H 3.200182 -0.632863 0.516145 0.0 0.0 0.0
H 1.871304 3.139536 -4.468036 0.0 0.0 0.0
H -1.736219 -4.049054 -3.596649 0.0 0.0 0.0
H -3.972847 4.018941 0.202646 0.0 0.0 0.0
H -4.001485 4.355360 -3.501539 0.0 0.0 0.0
H 3.805347 3.327059 -2.145253 0.0 0.0 0.0
H -0.863330 7.278603 0.833825 0.0 0.0 0.0
H -2.989665 7.156845 -2.564238 0.0 0.0 0.0
H 0.778785 7.162853 0.183875 0.0 0.0 0.0
H 2.855854 1.491868 1.493934 0.0 0.0 0.0
H 0.771279 -6.759878 -0.314544 0.0 0.0 0.0
H 1.942173 6.511513 -1.754955 0.0 0.0 0.0
H -1.676637 3.906278 2.668246 0.0 0.0 0.0
H -3.360148 2.889619 -2.742431 0.0 0.0 0.0
H 2.644685 5.285976 1.572045 0.0 0.0 0.0
H 2.210509 -1.481376 1.727455 0.0 0.0 0.0
H 0.344478 -1.664482 -7.292809 0.0 0.0 0.0
H -4.758598 5.391690 -0.606023 0.0 0.0 0.0
H 2.146999 3.594133 1.578606 0.0 0.0 0.0
```
Forces are in eV/Å.

For the gap between HOMO and LUMO, the calculation gives 8.1 eV. The HOMO energy comes out at -0.3747 hartree. As for the energy above the lowest of the compared OMol25 structures with the same formula, charge and spin: 0.400 eV. Its spin multiplicity is 1. The total charge is +1.

Below is a structure of composition C28H54N7O7RbS3Si3, with properties calculated with ωB97M-V/def2-TZVPD.

Geometry as XYZ:
```
103
Properties=species:S:1:pos:R:3:forces:R:3
Rb -0.741784 -0.309609 -0.535707 0.3 -0.3 0.3
S 3.712805 2.293771 -1.793081 0.0 -0.1 0.0
S -2.501129 2.756849 -2.220097 0.0 0.3 -0.2
S -3.086298 -2.439800 -1.200006 -0.1 -0.1 0.0
Si -0.557700 -1.708880 3.501191 0.0 0.0 0.0
Si 2.370076 -1.703019 2.556459 0.0 0.1 0.1
Si 1.253303 0.741835 4.084132 0.0 0.1 0.1
O -2.280702 4.159494 -1.861570 0.0 -0.1 0.1
O -0.386722 1.862540 1.261155 0.0 0.1 -0.1
O 1.967618 -2.272472 1.026090 0.0 -0.1 -0.1
O 0.839909 -2.310194 -2.018469 0.1 0.0 0.0
O -3.050402 2.592031 -3.549564 0.0 -0.1 0.0
O -3.545398 2.260896 -1.149298 -0.2 -0.1 0.1
O -1.287239 1.952252 -1.989028 -0.2 0.2 -0.2
N -4.302927 -0.970782 -3.091426 0.0 0.0 0.1
N -1.785441 3.617108 0.925702 -0.1 0.0 -0.1
N 3.763685 -0.222004 -1.433628 0.0 0.0 0.0
N -0.519985 -0.711469 -3.822960 0.0 0.1 0.1
N 1.331862 1.812511 -2.996708 -0.1 0.1 0.1
N 2.564135 0.028796 -2.049222 0.0 0.0 0.0
N -4.243659 -0.088478 -0.926494 0.1 0.0 -0.1
C -0.592248 2.969261 0.787603 0.0 0.1 0.1
C 1.005759 -0.844419 3.288773 0.0 0.0 0.0
C -1.761811 -1.822543 -6.039675 0.0 0.0 0.0
C -5.615667 0.096375 -4.811605 0.0 0.0 0.0
C -0.295569 -1.978265 -4.161574 0.0 0.1 0.0
C 3.958280 -0.689340 2.323217 0.0 0.0 0.0
C -2.092605 -0.773416 2.863687 -0.1 0.0 -0.1
C 2.219704 0.648483 5.731252 0.0 0.0 0.0
C 4.472113 0.825155 -1.223117 -0.1 0.1 0.0
C 0.708445 -2.757195 -3.338035 -0.1 0.0 0.0
C -1.371109 0.002024 -4.561846 0.0 -0.1 -0.1
C 6.948972 0.905408 -1.628823 -0.1 0.0 0.0
C 0.473426 3.759577 0.066261 0.0 -0.1 0.0
C -0.356618 1.604812 4.586472 0.0 0.1 0.0
C 2.385197 1.290418 -2.322579 0.1 0.1 0.1
C 2.775593 -3.194911 0.333446 0.0 0.1 0.0
C -5.072391 0.116589 -3.412321 0.0 0.0 0.0
C -3.917338 -1.086080 -1.836969 -0.2 0.1 -0.1
C 2.234850 2.043413 3.097344 0.0 0.0 0.0
C -4.740043 1.176481 -1.262690 0.2 0.1 0.1
C -5.341649 1.148860 -2.587438 0.0 0.0 0.0
C -5.605632 1.757433 -0.160361 0.0 0.0 0.0
C 3.020299 -3.200488 3.537761 0.1 0.0 0.0
C -0.910556 -2.577826 -5.252814 0.0 0.0 -0.1
C -1.990596 -0.503314 -5.694076 0.0 0.0 0.0
C -0.981630 -2.132769 5.310180 0.0 0.0 0.0
C -0.636487 -3.384845 2.624754 -0.1 0.0 0.0
C 5.825305 0.815893 -0.592942 0.1 0.0 0.0
H 6.876932 1.827400 -2.208685 0.0 0.0 0.0
H -2.257169 -2.265545 -6.895904 0.0 0.0 0.0
H 2.367797 1.638964 6.178090 0.0 0.0 0.0
H 4.333229 -0.316070 3.280589 0.0 0.0 0.0
H -1.599418 -3.858473 2.844165 0.0 0.0 0.0
H -0.991491 0.974354 5.213613 0.0 0.0 0.0
H 1.342294 3.125593 -0.094517 0.0 0.0 0.0
H 0.496226 1.232966 -3.029226 0.1 -0.2 -0.1
H -2.680563 -1.418774 2.200468 0.0 0.0 0.0
H 3.259398 -2.831831 4.540254 0.0 0.0 0.0
H 2.061029 1.918352 2.028063 0.0 0.0 0.0
H 3.792086 0.163923 1.663959 0.0 0.0 0.0
H -5.050896 1.794379 0.778748 0.0 0.0 0.0
H 3.203595 0.193449 5.578305 0.0 0.0 0.0
H 3.930285 -3.641572 3.116714 0.0 0.0 0.0
H 2.274273 -3.990096 3.649938 0.0 0.0 0.0
H 1.072905 2.754722 -2.743416 0.0 0.0 0.0
H 3.309518 1.978971 3.288394 0.0 0.0 0.0
H 0.063225 4.115780 -0.880562 0.0 0.0 0.0
H -6.065631 -0.875272 -5.021516 0.0 0.0 0.0
H -5.906889 2.768157 -0.429452 0.0 0.0 0.0
H 0.392687 -3.803330 -3.307018 0.0 0.0 0.0
H -1.800233 0.122853 2.311796 0.0 0.0 0.0
H -5.908459 2.007666 -2.918613 0.0 0.0 0.0
H 3.145395 -3.989914 0.992373 0.0 0.0 0.0
H -0.117454 2.511372 5.153966 0.0 0.0 0.0
H 5.901136 1.642429 0.116706 0.0 0.0 0.0
H 0.765896 4.618581 0.671943 0.0 0.0 0.0
H -0.728444 -3.623828 -5.468869 0.0 0.0 0.0
H -2.659875 0.124319 -6.265165 0.0 0.0 0.0
H -6.348156 0.888878 -4.966275 0.0 0.0 0.0
H 2.178988 -3.646142 -0.459102 0.0 0.0 0.0
H -0.559491 -3.269530 1.541473 0.0 0.0 0.0
H 6.889522 0.065458 -2.321589 0.0 0.0 0.0
H -1.576641 1.013520 -4.234727 0.0 0.0 0.0
H 3.634223 -2.694504 -0.130838 0.0 0.0 0.0
H -0.226691 -2.811804 5.718321 0.0 0.0 0.0
H -0.928579 1.892397 3.703161 0.0 0.0 0.0
H 4.735249 -1.321959 1.879975 0.0 0.0 0.0
H 1.901772 3.049538 3.376436 0.0 0.0 0.0
H -4.794972 0.238249 -5.515545 0.0 0.0 0.0
H -1.960314 -2.620445 5.384578 0.0 0.0 0.0
H 1.469050 -1.563709 -2.010597 0.0 0.1 -0.1
H 0.155459 -4.064774 2.945515 0.0 0.0 0.0
H -2.747692 -0.453044 3.679964 0.0 0.0 0.0
H -2.046763 4.169826 0.110037 0.0 0.0 0.0
H -4.022363 -0.287865 0.037660 0.1 0.0 0.0
H 1.678033 -2.721822 -3.854996 0.0 0.0 0.0
H -6.488015 1.130231 -0.034757 0.0 0.0 0.0
H 1.676026 0.025372 6.448000 0.0 0.0 0.0
H 7.924635 0.882978 -1.140960 0.0 0.0 0.0
H -0.998098 -1.238855 5.939726 0.0 0.0 0.0
H 5.903195 -0.108728 -0.023111 0.0 0.0 0.0
H -2.529719 2.991039 1.201147 0.0 0.0 0.0
```
Forces are in eV/Å.

For the gap between HOMO and LUMO, the calculation gives 5.2 eV. The HOMO energy comes out at -0.0586 hartree. Its spin multiplicity is 1. The total charge is -2.